The following is a DFT calculation (ωB97M-V/def2-TZVPD) of a gas-phase ion, C6H6N (charge +1) at a distorted geometry.

```
13
Properties=species:S:1:pos:R:3:forces:R:3
H -0.5966 0.4009 -2.3741 -0.59 2.03 1.28
C 0.1129 -0.5691 1.3582 0.19 2.26 -2.82
C 0.1881 -0.7528 2.5935 -0.36 0.72 2.40
H -1.4852 2.0789 -1.8071 -0.53 0.47 -0.75
C -0.7805 0.9590 -0.3119 0.57 -0.61 -0.99
N 0.1095 -0.0819 0.1557 -1.55 -0.63 3.17
H -0.3489 -1.5231 3.0575 -0.79 -1.55 0.33
C 1.5354 -1.1879 -1.6279 -2.53 2.56 2.91
C 0.8979 -0.6194 -0.7401 4.22 -3.42 -4.91
H 0.4891 -0.0521 3.3938 0.75 -0.05 -0.95
H 1.9691 -1.3738 -2.5664 0.64 -0.62 -0.44
H -1.1431 1.5297 0.4641 -0.75 1.22 1.55
C -0.9476 1.1915 -1.5955 0.75 -2.39 -0.77
```
Forces are in eV/Å.

Computed properties:
SMILES string: C#C[N+](=C=C)C=C
Highest occupied orbital energy (spin up / spin down) (eV): -14.6015 / -14.6016
Total charge: +1

The following is a DFT calculation (ωB97M-V/def2-TZVPD) of a molecular structure, C14H45B2CoNO6 at a distorted geometry.

```
69
Properties=species:S:1:pos:R:3:forces:R:3
H 0.3043 2.6636 2.3878 -0.01 -0.33 0.31
B -0.7201 -0.9729 -0.3879 -0.95 0.86 -0.09
H 2.5005 0.0574 3.4122 -0.45 1.31 0.08
H -2.4377 -1.3784 -4.3077 -0.68 0.51 -0.20
H -1.0394 5.0058 -1.0235 0.10 0.24 0.10
H 2.4095 -1.0343 -0.9367 -2.16 3.69 -0.76
C -1.8662 3.1078 2.5583 1.05 1.67 -0.17
H 0.9077 -5.7923 0.9923 0.42 0.16 -0.58
H -0.7288 -5.2561 -1.1261 -0.76 0.94 0.60
C -2.4353 -1.0298 -3.2749 1.69 1.30 0.71
H -3.4617 1.8670 2.0799 -0.25 0.15 0.05
H -1.7653 2.9326 -1.9848 1.06 -0.42 0.85
H -0.3664 -4.7087 1.4737 -0.45 -0.08 -0.27
C -1.1041 3.5116 -2.6295 -0.04 0.78 -2.21
C -3.5180 -0.0110 -2.8788 -1.58 -2.52 -1.87
H 0.6842 -0.1296 3.2612 0.10 -0.31 0.02
H -0.0655 -3.8776 -2.1546 -0.19 0.26 0.62
H 2.5390 -2.7389 -1.3863 -1.14 -2.87 -2.73
C 1.4990 -3.9776 2.0427 0.74 -0.79 0.92
O -0.0896 5.0547 -1.1541 0.11 0.87 0.96
H -2.3688 1.9868 0.7698 0.45 -0.12 -0.15
H 4.0117 -1.7721 -0.9673 3.59 0.64 -0.55
H -4.4400 -0.5921 -2.8951 -0.57 -0.09 -1.25
H -0.0223 4.3208 2.8632 -0.39 -0.04 0.22
H -1.8273 4.2486 -2.9787 0.13 0.57 -0.28
C 0.6455 -4.7371 1.0697 -0.56 1.52 -0.05
H -3.5397 0.7666 -3.6423 0.04 0.28 0.33
C 2.7963 0.5940 1.0658 2.75 3.53 -0.18
C 1.6675 -0.3874 2.8678 2.73 -1.12 -0.11
H 0.7813 -5.3356 -1.7062 0.79 0.35 -0.02
O -3.5696 0.4502 -1.5843 1.11 1.01 1.14
H 0.0785 -0.2530 -0.4789 2.65 3.36 -0.73
H 0.2647 -2.5773 2.7066 -0.30 0.48 0.05
H 2.8283 -2.3253 0.2156 -0.16 -1.32 4.45
Co 1.0402 -1.8704 0.1584 0.51 0.11 0.67
H -0.6979 -1.2289 0.6600 -0.39 -1.34 4.15
H -0.4588 -1.7854 -1.0481 0.72 -3.49 -2.51
H -0.8969 -0.2715 -2.2344 -0.21 -0.04 0.06
H 2.0917 3.6011 -1.3705 0.01 0.10 0.17
H -2.6201 4.4358 1.2655 0.13 -0.26 -0.12
H 3.1999 -1.9536 2.6372 -0.38 -0.06 -0.75
H 1.4440 -4.4084 3.0424 -0.29 -0.45 0.13
H -2.4128 -1.9676 -2.7198 -0.38 0.04 0.66
C 0.0965 -4.5745 -1.3323 1.32 -0.73 0.55
C -2.3961 1.9243 1.8577 -1.45 -0.85 -1.09
C 0.2124 4.1947 -2.2145 -0.87 -1.56 0.45
O -2.5575 4.3363 2.2183 -0.81 -0.50 0.74
H -1.6378 -0.4809 -0.6706 -2.79 1.15 -0.48
H 3.7875 0.1613 1.2017 0.00 -0.72 -0.18
H 0.7418 2.4911 -1.0466 0.14 -0.24 -0.03
H -0.8828 2.9315 -3.5254 -0.22 -0.41 0.07
H 0.7476 4.7378 -2.9933 -0.76 0.35 -0.50
H -2.1158 2.8700 3.5923 0.47 0.81 0.40
H -3.0148 -0.1606 -1.0936 0.00 0.18 0.60
C 1.1986 3.1408 -1.7931 0.51 -0.14 0.41
H 2.1655 -2.1944 4.0062 -0.19 -0.17 0.17
H 2.5593 -4.0849 1.8136 -0.02 0.43 -0.50
O -1.1642 -0.3712 -3.1510 0.16 -0.21 -1.06
O 0.7038 -3.9196 -0.1342 -1.30 -2.65 -1.09
N 1.1129 -2.5596 2.1587 1.85 -1.71 0.28
H 1.5414 2.5810 -2.6634 -0.20 -0.26 0.03
B 2.9627 -1.9484 -0.7864 0.58 -0.41 -1.14
C -0.4046 3.4843 2.2783 0.59 -0.84 0.05
H -0.2640 3.7731 1.2367 -0.38 0.08 -0.18
H 2.6891 0.9490 0.0408 -0.13 -0.43 0.01
C 2.1662 -1.8580 2.9694 -2.84 0.98 0.23
H -2.0478 0.9506 2.2022 0.65 0.16 -0.08
O 1.7446 -0.0948 1.4834 -3.26 -2.06 0.75
H 2.8134 1.4900 1.6862 0.37 0.64 -0.06
```
Forces are in eV/Å.

Computed properties:
2S+1: 4
Highest occupied orbital energy (spin up / spin down) (eV): -9.2579 / -9.1767
Total charge: 0
⟨S²⟩: 3.756

The following is a DFT calculation (ωB97M-V/def2-TZVPD) of 2 unconnected molecules or ions with the total composition C5H14 at a distorted geometry.

```
19
Properties=species:S:1:pos:R:3:forces:R:3
C -1.6021 -1.5518 -1.6256 -1.80 -0.89 0.89
C 0.0305 1.2108 0.5861 -1.92 0.27 0.16
H -1.7774 -0.5338 -1.9535 1.04 0.14 -0.45
H -0.6401 -2.0527 -1.6462 0.37 0.58 -0.34
H 2.6430 -0.3354 0.6471 0.10 -0.22 0.12
C 1.5486 1.4948 0.2191 1.27 -0.71 -0.22
H -2.9170 -0.8104 -0.1049 -0.68 -0.58 0.45
H -0.1504 1.0101 1.6357 0.02 0.42 0.14
H -2.5176 -2.7047 -0.0242 -0.98 0.58 -0.29
H 2.0982 0.6472 2.1018 0.09 -0.27 0.12
H -0.3473 0.3193 0.0460 1.02 -0.39 -0.17
H 1.6853 1.4317 -0.8557 0.31 -0.02 0.02
H 1.5963 2.5552 0.5348 -0.45 0.15 -0.01
C -2.2408 -1.6459 -0.2269 1.62 -0.66 0.17
H -1.5463 -1.6845 0.6608 0.21 0.85 -0.43
H 3.4069 1.1757 1.1014 0.23 0.16 -0.15
C 2.4281 0.6415 1.0654 -0.79 0.27 -0.48
H -0.5281 2.0559 0.1820 0.02 0.16 0.52
H -2.2637 -2.1528 -2.2738 0.32 0.15 -0.07
```
Forces are in eV/Å.

Computed properties:
2S+1: 2
Highest occupied orbital energy (spin up / spin down) (eV): -15.1088 / -14.2757
Total charge: +1
⟨S²⟩: 0.753

> Which formula does entry 2 have?

C14H45B2CoNO6